# 1
Formula: C16H24F6NO9P2
Source: the OMol25 dataset
Level of theory: the ωB97M-V functional and the def2-TZVPD basis

Summary:
- net charge = -1
- largest force on an atom (eV Å⁻¹) = 6.6
- gap between HOMO and LUMO (eV) = 4.40

Each line ends with the Löwdin charge.
Element x y z (Å)
O -0.10 -0.15 -1.97  0.1163
C -0.57 -1.19 -1.66  -0.4581
F -1.93 -1.29 -1.76  0.0442
C 0.19 -2.40 -1.18  -0.2319
N 0.55 -3.15 -2.35  0.0240
C 0.62 -4.49 -2.11  -0.6327
F -0.54 -5.06 -1.54  0.0003
F 0.80 -5.13 -3.33  0.0172
C 1.83 -4.80 -1.24  -0.1120
C 3.12 -4.85 -1.76  -0.0175
C 4.20 -5.10 -0.94  -0.0746
C 4.01 -5.31 0.42  -0.0412
C 2.73 -5.25 0.93  -0.1308
C 2.45 -5.42 2.40  -0.5813
F 3.56 -5.37 3.16  0.1315
F 1.64 -4.42 2.82  0.1179
F 1.77 -6.56 2.67  0.1348
C 1.62 -5.01 0.12  0.0374
H 1.05 -2.00 -0.61  0.1159
H -0.47 -2.92 -0.47  0.1096
H 3.28 -4.67 -2.81  0.1176
H 5.20 -5.12 -1.36  0.0979
H 4.85 -5.50 1.07  0.1081
H 0.63 -4.98 0.56  0.1250
C -4.37 3.84 0.23  -0.1183
O -3.77 3.16 1.36  -0.2344
P -4.65 2.07 2.26  0.5270
O -4.15 2.34 3.62  -0.2479
O -3.93 0.77 1.59  -0.2333
C -3.82 0.67 0.17  -0.1075
O -6.04 1.23 2.60  -0.2215
C -6.96 0.95 1.53  -0.1104
H -4.24 4.91 0.36  0.0837
H -3.87 3.53 -0.68  0.0853
H -5.44 3.63 0.14  0.0715
H -2.84 1.02 -0.15  0.0906
H -4.60 1.25 -0.34  0.0686
H -3.92 -0.37 -0.12  0.0892
H -6.59 0.11 0.93  0.0867
H -7.09 1.82 0.88  0.0723
H -7.92 0.69 1.96  0.0850
C 3.71 5.88 -0.63  -0.1248
O 4.28 4.56 -0.55  -0.2353
P 3.53 3.36 0.35  0.5306
O 4.70 2.65 0.92  -0.2442
O 2.94 2.60 -0.97  -0.2291
C 2.26 3.34 -1.98  -0.1179
O 2.32 2.80 1.32  -0.2138
C 1.02 3.42 1.23  -0.1009
H 4.47 6.61 -0.34  0.0835
H 3.41 6.08 -1.66  0.0810
H 2.84 6.00 0.03  0.0718
H 2.95 3.57 -2.79  0.0907
H 1.82 4.26 -1.59  0.0660
H 1.45 2.72 -2.37  0.0910
H 0.49 3.03 0.35  0.0863
H 1.09 4.50 1.17  0.0710
H 0.45 3.16 2.12  0.0902


# 2
Formula: C34H49BN8O5
Source: the OMol25 dataset
Level of theory: the ωB97M-V functional and the def2-TZVPD basis

Summary:
- SMILES = CN(C)B(O)OC(=O)OCCCO.c1cc[nH]c1.c1cc[nH]c1.c1cc[nH]c1.c1cc[nH]c1.c1cc[nH]c1.c1cc[nH]c1.c1cc[nH]c1
- largest force on an atom (eV Å⁻¹) = 5.0
- gap between HOMO and LUMO (eV) = 8.21

Each line ends with the Löwdin charge.
Element x y z (Å)
C 5.03 -5.49 0.13  -0.0586
N 5.58 -4.78 -1.02  -0.0643
C 5.11 -5.35 -2.28  -0.0554
B 5.49 -3.37 -0.94  -0.7586
O 5.78 -2.71 0.20  0.2216
O 5.11 -2.60 -2.08  0.2157
C 3.90 -2.04 -1.98  -0.6309
O 3.77 -0.92 -1.76  0.2378
O 2.84 -2.83 -2.20  0.0475
C 2.18 -3.14 -0.97  -0.1704
C 1.02 -4.09 -1.21  -0.1239
C 0.55 -4.60 0.15  -0.2367
O -0.57 -3.86 0.64  -0.0803
H 5.37 -6.52 0.12  0.0924
H 5.37 -5.07 1.07  0.0923
H 3.93 -5.53 0.15  0.0807
H 5.59 -4.90 -3.13  0.0885
H 5.40 -6.40 -2.30  0.0927
H 4.03 -5.34 -2.38  0.0849
H 5.77 -1.75 0.05  0.1294
H 2.85 -3.66 -0.30  0.1062
H 1.85 -2.22 -0.48  0.1442
H 0.20 -3.61 -1.74  0.1211
H 1.38 -4.94 -1.78  0.1150
H 0.33 -5.66 0.13  0.1176
H 1.34 -4.48 0.90  0.1157
H -0.22 -3.16 1.19  0.0768
N -3.08 -0.35 -0.70  0.0167
C -2.17 -1.03 0.06  -0.1403
C -2.01 -0.35 1.24  -0.1143
C -2.87 0.77 1.20  -0.1212
C -3.52 0.75 -0.01  -0.1410
H -3.39 -0.62 -1.61  0.1484
H -1.71 -1.94 -0.31  0.0911
H -1.35 -0.64 2.04  0.0951
H -2.99 1.52 1.97  0.0885
H -4.26 1.41 -0.43  0.1155
N -1.19 2.62 -2.06  0.0146
C -1.49 2.49 -3.39  -0.1396
C -1.28 3.70 -3.99  -0.1279
C -0.82 4.60 -2.98  -0.1244
C -0.78 3.90 -1.81  -0.1271
H -1.25 1.88 -1.37  0.1251
H -1.83 1.55 -3.79  0.1019
H -1.43 3.92 -5.03  0.0933
H -0.56 5.63 -3.11  0.0984
H -0.49 4.20 -0.81  0.0913
N -5.53 1.70 3.51  0.0074
C -5.98 1.25 4.72  -0.1393
C -6.85 2.19 5.22  -0.1128
C -6.92 3.24 4.26  -0.1155
C -6.09 2.91 3.22  -0.1473
H -4.87 1.21 2.93  0.0998
H -5.65 0.31 5.13  0.1037
H -7.37 2.13 6.16  0.0886
H -7.51 4.14 4.33  0.0883
H -5.86 3.42 2.31  0.1017
N -0.54 6.03 1.79  0.0016
C 0.31 5.01 2.12  -0.1542
C 1.30 5.52 2.91  -0.1127
C 1.04 6.90 3.07  -0.1123
C -0.10 7.19 2.37  -0.1411
H -1.35 5.94 1.21  0.1354
H 0.14 4.01 1.76  0.0972
H 2.12 4.96 3.33  0.0890
H 1.62 7.61 3.64  0.0895
H -0.64 8.11 2.24  0.1054
N -4.50 7.10 -4.33  0.0030
C -3.58 6.42 -3.59  -0.1357
C -3.42 7.09 -2.40  -0.1118
C -4.28 8.21 -2.43  -0.1140
C -4.94 8.19 -3.63  -0.1457
H -4.81 6.84 -5.25  0.1426
H -3.12 5.52 -3.96  0.0793
H -2.76 6.80 -1.60  0.0785
H -4.41 8.95 -1.66  0.0880
H -5.68 8.86 -4.05  0.1038
N 8.92 -4.58 -2.09  0.0123
C 9.16 -5.35 -3.20  -0.1443
C 10.47 -5.75 -3.16  -0.1147
C 11.04 -5.21 -1.97  -0.1144
C 10.06 -4.50 -1.33  -0.1394
H 8.05 -4.15 -1.86  0.1187
H 8.38 -5.54 -3.92  0.1020
H 10.96 -6.36 -3.90  0.0884
H 12.06 -5.33 -1.63  0.0885
H 10.08 -3.94 -0.41  0.1057
N -4.17 -2.88 2.93  0.0103
C -5.46 -2.44 2.98  -0.1499
C -6.07 -3.03 4.06  -0.1160
C -5.10 -3.86 4.68  -0.1138
C -3.94 -3.74 3.96  -0.1439
H -3.49 -2.61 2.23  0.1188
H -5.84 -1.74 2.25  0.1044
H -7.09 -2.89 4.36  0.0905
H -5.24 -4.47 5.56  0.0885
H -2.97 -4.20 4.10  0.1030


# 3
Formula: C18H27NO2
Source: the OMol25 dataset
Level of theory: the ωB97M-V functional and the def2-TZVPD basis

Summary:
- SMILES = CCCN1CCC[C@@H](C(=O)c2cc(C)c(OC)c(C)c2)C1
- largest force on an atom (eV Å⁻¹) = 0.7
- gap between HOMO and LUMO (eV) = 9.04

Each line ends with the Löwdin charge.
Element x y z (Å)
C -3.01 -3.37 -1.36  -0.1133
H -3.14 -3.94 -0.44  0.0716
C -3.16 -1.88 -1.09  -0.2449
H -4.17 -1.68 -0.72  0.1007
C -2.12 -1.40 -0.08  -0.2140
N -2.14 0.01 0.26  -0.2173
C -1.85 0.91 -0.84  -0.1412
H -2.74 1.05 -1.48  0.1284
C -1.40 2.29 -0.31  -0.2099
C 0.08 2.61 -0.52  -0.3216
O 0.38 3.69 -0.97  0.0908
C 1.12 1.61 -0.17  -0.1269
C 0.88 0.45 0.56  0.0180
C 1.91 -0.43 0.85  -0.1776
C 3.20 -0.15 0.40  -0.2008
C 3.47 1.03 -0.32  -0.1836
C 2.42 1.89 -0.59  0.0322
H 2.60 2.80 -1.14  0.1252
C 4.86 1.35 -0.78  -0.0299
H 5.04 2.42 -0.71  0.0824
H 4.99 1.05 -1.82  0.0861
H 5.59 0.82 -0.17  0.0803
O 4.24 -1.01 0.70  -0.1221
C 4.45 -2.01 -0.27  -0.0720
H 4.71 -1.58 -1.24  0.0918
H 3.57 -2.65 -0.39  0.0910
H 5.29 -2.61 0.09  0.0948
C 1.64 -1.68 1.64  -0.0275
H 0.87 -1.49 2.39  0.0825
H 1.28 -2.47 0.98  0.0813
H 2.54 -2.02 2.13  0.0809
H -0.11 0.21 0.91  0.0954
C -1.79 2.45 1.16  -0.1450
C -3.22 1.94 1.34  -0.1591
C -3.29 0.43 1.04  -0.1828
H -4.24 0.21 0.53  0.1123
H -3.27 -0.14 1.97  0.1219
H -3.57 2.13 2.35  0.1095
H -3.87 2.48 0.66  0.1128
H -1.73 3.50 1.44  0.1241
H -1.12 1.89 1.81  0.1138
H -1.93 3.06 -0.88  0.1447
H -1.07 0.47 -1.45  0.1307
H -2.25 -1.95 0.86  0.1249
H -1.12 -1.62 -0.47  0.1171
H -3.04 -1.33 -2.03  0.1045
H -2.02 -3.59 -1.76  0.0713
H -3.75 -3.71 -2.08  0.0688


# 4
Formula: C16H31BrFNO5P
Source: the OMol25 dataset
Level of theory: the ωB97M-V functional and the def2-TZVPD basis

Summary:
- net charge = +1
- largest force on an atom (eV Å⁻¹) = 2.8
- gap between HOMO and LUMO (eV) = 7.80

Each line ends with the Löwdin charge.
Element x y z (Å)
C 1.76 3.14 0.38  0.0152
C 0.75 2.46 0.96  -0.1861
C -0.63 3.05 1.14  -0.1766
C -1.73 2.00 1.40  -0.3294
C -1.38 1.06 2.56  -0.6062
Br -0.47 2.00 4.03  0.8472
C -2.58 0.33 3.19  -0.2939
C -2.20 -1.07 3.74  -0.0822
C -2.97 2.88 1.70  -0.2024
F -3.19 3.22 2.99  0.0619
C -4.17 2.22 1.02  -0.3315
O -5.35 2.51 1.02  0.1833
O -3.64 1.14 0.33  0.0109
C -2.24 1.34 0.08  -0.5068
O -2.21 2.16 -1.02  -0.0450
C -1.11 1.98 -1.92  -0.2279
C -1.46 1.09 -3.11  -0.0568
P -1.75 -0.45 -0.12  0.8891
O -0.27 -0.67 -0.18  -0.4435
H 2.04 4.13 0.71  0.0648
H 2.28 2.69 -0.45  0.0488
H 0.96 1.47 1.35  0.0896
H -0.86 3.58 0.22  0.1148
H -0.65 3.81 1.93  0.1109
H -0.66 0.31 2.26  0.0555
H -3.41 0.21 2.51  0.0986
H -2.93 0.94 4.01  0.0866
H -1.15 -1.27 3.54  0.0709
H -2.41 -1.10 4.80  0.0761
H -2.78 -1.84 3.24  0.0649
H -2.81 3.81 1.14  0.1723
H -0.90 2.96 -2.32  0.1281
H -0.20 1.67 -1.41  0.0945
H -0.92 0.14 -3.03  0.0450
H -2.51 0.83 -3.04  0.0827
H -1.21 1.55 -4.05  0.0783
H -2.37 -0.90 -1.30  0.0442
H -2.30 -1.13 0.98  0.0449
C 3.52 -3.24 -3.21  -0.0272
C 3.00 -2.11 -2.35  -0.3006
C 3.68 -1.98 -0.99  -0.1746
O 3.23 -3.00 -0.12  -0.1898
C 4.07 -4.16 -0.01  -0.0584
N 1.54 -2.36 -2.05  0.2197
H 3.25 -4.22 -2.81  0.0836
H 3.12 -3.18 -4.22  0.0918
H 4.61 -3.20 -3.28  0.1010
H 3.06 -1.17 -2.90  0.1567
H 3.39 -1.04 -0.53  0.1373
H 4.77 -1.97 -1.08  0.1374
H 5.11 -3.91 -0.21  0.0976
H 3.73 -4.94 -0.70  0.0822
H 3.98 -4.54 1.00  0.0978
H 1.02 -2.68 -2.86  0.1718
H 1.08 -1.52 -1.66  0.1202
H 1.50 -3.07 -1.31  0.1623


# 5
Formula: C47H39N8O2PSTl
Source: the OMol25 dataset
Level of theory: the ωB97M-V functional and the def2-TZVPD basis

Summary:
- net charge = +1
- largest force on an atom (eV Å⁻¹) = 3.6
- gap between HOMO and LUMO (alpha / beta) (eV) = 5.05 / 5.35

Each line ends with the Löwdin charge.
Element x y z (Å)
Tl 1.02 -0.12 0.08  0.7690
N 5.50 -0.39 -1.33  0.0846
C 4.75 -0.45 -0.20  -0.8854
S 3.99 0.91 0.40  0.5462
N 4.71 -1.77 0.27  0.0477
N 3.80 -1.95 1.23  0.0578
C 3.94 -2.89 2.14  -0.1170
C 5.10 -3.81 2.12  -0.1950
C 5.58 -4.34 0.92  -0.0284
C 6.76 -5.09 0.92  -0.0669
C 7.49 -5.28 2.08  -0.0799
C 6.94 -4.86 3.29  -0.0580
C 5.78 -4.07 3.30  -0.0370
C 2.80 -2.95 3.10  -0.1823
C 2.60 -4.04 3.96  -0.0247
C 1.63 -3.97 4.93  -0.0608
C 0.76 -2.88 4.94  -0.0461
C 0.95 -1.92 3.98  -0.1647
N 1.89 -1.92 3.07  0.1105
H 5.82 0.48 -1.72  0.0990
H 5.98 -1.21 -1.68  0.1000
H 5.09 -4.04 -0.03  0.1115
H 7.17 -5.59 0.04  0.1118
H 8.38 -5.86 2.07  0.0967
H 7.53 -5.06 4.22  0.1205
H 5.39 -3.74 4.26  0.1147
H 3.25 -4.90 3.89  0.1152
H 1.61 -4.79 5.67  0.1269
H -0.10 -2.78 5.66  0.1279
H 0.30 -1.02 3.95  0.1177
C 1.17 2.26 3.21  -0.0422
O -0.05 1.86 2.53  -0.1817
C -1.20 2.50 2.91  -0.2064
C -1.37 3.60 3.76  -0.0205
C -2.64 3.91 4.23  -0.0748
C -3.77 3.25 3.75  -0.0930
C -3.63 2.24 2.83  -0.0287
C -2.36 1.83 2.39  -0.1826
N -2.10 0.68 1.62  0.1038
N -3.08 0.26 0.93  0.1128
C -2.34 -0.13 -1.71  -0.1884
C -1.34 -1.16 -2.27  -0.3224
O -0.09 -1.05 -2.08  -0.1802
C -1.88 -2.30 -2.97  0.0150
C -3.17 -2.31 -3.42  0.0264
C -3.99 -1.11 -3.34  -0.1543
C -5.18 -1.04 -4.11  -0.0175
C -5.91 0.13 -4.05  -0.0715
C -5.52 1.21 -3.23  -0.0677
C -4.39 1.13 -2.46  -0.0301
C -3.62 -0.02 -2.48  -0.1123
H 1.36 3.28 2.87  0.0906
H 1.95 1.54 2.90  0.0741
H 1.10 2.17 4.30  0.1021
H -0.52 4.23 4.06  0.1198
H -2.76 4.76 4.95  0.1280
H -4.78 3.58 4.08  0.1204
H -4.53 1.80 2.37  0.1169
H -1.21 -3.15 -3.17  0.1343
H -3.59 -3.15 -3.97  0.1223
H -5.40 -1.87 -4.80  0.1255
H -6.86 0.31 -4.60  0.1183
H -6.20 2.12 -3.20  0.1346
H -4.06 2.01 -1.91  0.1079
N -1.81 1.18 -1.45  -0.1462
P -0.35 1.82 -1.89  0.9128
C -0.28 2.01 -3.68  -0.3030
C -0.57 3.22 -4.39  -0.0733
C -0.23 3.39 -5.72  -0.0782
C 0.39 2.33 -6.43  -0.0640
C 0.75 1.18 -5.71  -0.0938
C 0.43 1.01 -4.39  -0.1049
C -0.26 3.52 -1.32  -0.3469
C 0.83 3.96 -0.53  -0.0813
C 0.74 5.15 0.15  -0.0823
C -0.39 5.98 0.03  -0.0695
C -1.40 5.55 -0.78  -0.0920
C -1.35 4.38 -1.52  -0.1021
C -2.68 -0.85 0.04  -0.3555
C -3.85 -1.78 -0.07  0.0231
C -3.71 -3.15 0.05  -0.0605
C -2.50 -3.68 0.54  -0.0112
C -1.46 -2.74 0.66  -0.1318
N -1.52 -1.46 0.43  0.0277
H -2.27 1.70 -0.73  0.0809
H -1.08 4.06 -3.94  0.0798
H -0.45 4.32 -6.27  0.1104
H 0.65 2.41 -7.50  0.1132
H 1.22 0.34 -6.22  0.1092
H 0.65 0.07 -3.94  0.0779
H 1.69 3.31 -0.32  0.0936
H 1.61 5.51 0.68  0.1075
H -0.46 6.89 0.63  0.1144
H -2.27 6.18 -0.96  0.1106
H -2.19 4.11 -2.13  0.0999
H -4.84 -1.42 -0.31  0.1159
H -4.58 -3.76 -0.18  0.1156
H -2.36 -4.73 0.75  0.1079
H -0.52 -3.15 0.97  0.1059


# 6
Formula: C21H43N2P3SeTm
Source: the OMol25 dataset
Level of theory: the ωB97M-V functional and the def2-TZVPD basis

Summary:
- expectation value of S² = 2.002
- net charge = +3
- largest force on an atom (eV Å⁻¹) = 3.3
- 2S+1 = 3
- gap between HOMO and LUMO (alpha / beta) (eV) = 7.19 / 7.29

Each line ends with the Löwdin charge.
Element x y z (Å)
Tm -0.79 0.26 -0.40  0.9324
P -2.07 -2.10 0.38  0.7295
P 1.14 -0.01 1.44  0.6783
P 1.17 -1.28 -1.93  0.7012
H -3.53 2.68 -3.77  0.0780
C -3.21 1.64 -4.01  -0.0282
C -2.85 0.76 -3.04  -0.0982
H -2.58 1.18 -2.05  -0.0135
C -3.59 -1.90 1.38  -0.2515
C -1.06 -3.27 1.38  -0.2458
C -2.66 -3.17 -1.02  -0.2238
C 2.39 1.30 1.30  -0.2488
C 0.66 0.28 3.17  -0.2440
C 2.20 -1.48 1.68  -0.2264
C 0.87 -1.34 -3.76  -0.2501
C 1.36 -3.10 -1.61  -0.2552
C 2.95 -0.79 -1.97  -0.2505
H -3.25 1.28 -5.10  0.1191
H -2.67 -0.27 -3.38  0.0581
H -4.07 -0.97 1.07  0.0467
H -3.35 -1.85 2.44  0.0575
H -4.31 -2.70 1.24  0.0706
H -0.66 -2.75 2.25  0.0312
H -0.20 -3.64 0.81  0.0318
H -1.61 -4.15 1.75  0.0827
H -3.13 -2.53 -1.76  0.0383
H -3.43 -3.88 -0.69  0.0708
H -1.84 -3.72 -1.49  0.0385
H 3.05 1.20 2.17  0.0761
H 1.89 2.27 1.36  0.0536
H 2.97 1.21 0.38  0.0402
H 1.60 0.25 3.74  0.0691
H -0.01 -0.50 3.54  0.0550
H 0.21 1.28 3.27  0.0480
H 2.76 -1.30 2.60  0.0695
H 2.92 -1.64 0.86  0.0373
H 1.61 -2.39 1.86  0.0420
H 1.71 -1.85 -4.25  0.0755
H 0.71 -0.32 -4.13  0.0279
H -0.06 -1.90 -3.95  0.0524
H 1.98 -3.58 -2.40  0.0823
H 0.38 -3.61 -1.59  0.0275
H 1.87 -3.30 -0.64  0.0460
H 3.45 -1.34 -2.79  0.0731
H 3.45 -1.01 -1.02  0.0359
H 3.02 0.28 -2.19  0.0176
C 0.51 3.60 -3.67  -0.4523
C -0.70 3.73 -4.36  -0.0964
C -0.65 4.23 -5.66  -0.0462
C 0.56 4.67 -6.19  -0.0366
C 1.77 4.43 -5.55  -0.0267
C 1.72 3.78 -4.33  -0.1890
Se 1.08 2.60 -1.97  0.8210
H 1.15 1.45 -3.09  -0.0484
H -1.63 3.46 -3.86  0.0601
H -1.53 4.31 -6.28  0.1223
H 0.52 5.20 -7.12  0.1191
H 2.75 4.69 -5.91  0.1260
H 2.64 3.45 -3.86  0.0803
C -1.85 3.89 -0.45  0.0076
C -2.02 3.05 0.75  -0.3624
N -1.90 1.72 0.87  -0.1123
C -2.25 1.36 2.21  -0.1143
C -2.51 2.54 2.86  -0.0062
N -2.37 3.57 1.93  0.1646
H -2.01 4.94 -0.19  0.1125
H -0.83 3.78 -0.83  -0.0067
H -2.58 3.62 -1.21  0.0983
H -2.29 0.33 2.58  0.1006
H -2.78 2.69 3.88  0.1384
H -2.47 4.56 2.07  0.1893


# 7
Formula: C17H17NO2
Source: the OMol25 dataset
Level of theory: the ωB97M-V functional and the def2-TZVPD basis

Summary:
- SMILES = c1ccc(-c2ccc([C@@]34CNC[C@@H](CO3)O4)cc2)cc1
- largest force on an atom (eV Å⁻¹) = 2.1
- gap between HOMO and LUMO (eV) = 9.13

Each line ends with the Löwdin charge.
Element x y z (Å)
O 1.30 0.42 2.83  -0.0326
O 2.23 -1.39 1.79  -0.0206
C -4.73 0.35 -4.12  -0.0930
C -4.95 0.59 -2.78  -0.0986
C -3.42 0.03 -4.56  -0.0677
C -3.90 0.52 -1.87  -0.0298
C -2.40 -0.14 -3.61  -0.0407
C -0.57 -1.00 -1.31  -0.0234
C -1.41 1.05 -0.33  -0.0064
C 0.44 -1.04 -0.38  -0.0082
C -0.36 1.00 0.59  -0.0007
C -2.60 0.12 -2.25  -0.1927
C -1.51 0.04 -1.30  -0.1989
C 0.58 -0.03 0.57  -0.1212
N 3.98 0.83 2.04  -0.0315
C 1.92 -0.48 3.77  -0.1172
C 1.71 -0.07 1.55  -0.4374
C 2.89 0.81 1.05  -0.1027
C 4.27 -0.51 2.66  -0.1173
C 2.94 -1.24 3.01  -0.2897
H -5.55 0.40 -4.80  0.0897
H -5.94 0.83 -2.45  0.1000
H -3.16 -0.11 -5.63  0.1057
H -4.15 0.68 -0.82  0.1092
H -1.39 -0.42 -3.98  0.1176
H -0.72 -1.84 -2.00  0.1239
H -2.11 1.88 -0.27  0.1202
H 1.05 -1.93 -0.37  0.1177
H -0.31 1.75 1.35  0.1101
H 3.76 1.52 2.75  0.1001
H 1.18 -1.21 4.15  0.1328
H 2.35 0.09 4.61  0.1374
H 3.23 0.43 0.10  0.1250
H 2.55 1.84 0.91  0.1314
H 4.84 -0.37 3.63  0.1347
H 4.84 -1.15 1.98  0.1160
H 3.11 -2.23 3.48  0.1588


no.,DFT total energy (Eh)
1,-2637.968345
2,-2164.099496
3,-907.307311
4,-4074.100286
5,-3314.564486
6,-5445.235810
7,-863.221414